The following is a quantum chemistry calculation of the ion C6H17N2 with charge +1, from the OMol25 dataset.

- E_LUMO (eV) = -3.4
- SMILES = CCN(C)C[C@H](C)[NH3+]
- E_tot (Ha) = -348.04191
- relative energy (zero: lowest compared OMol25 entry of this formula, charge and spin) (kJ/mol) = 128.48
- orbital gap (eV) = 9.267

```
! RIJCOSX wB97M-V def2-TZVPD def2/J DEFGRID3
* xyz 1 1
H 2.3892 -1.4249 -0.9750
H -2.6331 1.7093 -0.5441
H -2.1448 -1.2607 -0.4583
H -1.3347 -0.9098 1.6593
N -1.6902 -0.0575 1.2202
C -1.7376 -0.2670 -0.2614
C -2.7205 0.6894 -0.9306
H 0.9701 -2.3870 -0.5556
H 0.7772 1.3389 1.1524
C 1.5937 -1.5677 -0.2326
H -2.5548 0.7036 -2.0041
H -1.2212 0.8124 1.4592
H -2.6809 -0.1311 1.4700
C 2.7891 0.8051 0.7941
H -0.1889 0.5989 -1.4970
H 2.0865 -1.9133 0.6716
H 3.3473 0.1349 0.1698
H -3.7491 0.3548 -0.8092
H 3.1626 1.8079 0.6395
C 1.3170 0.8518 0.3295
C -0.3725 -0.3247 -0.9496
H 1.3156 1.5148 -0.5430
H -0.2880 -1.1038 -1.7026
H 2.8807 0.4829 1.8253
N 0.6872 -0.4571 0.0724
*
```